{"formula": "C52H104O20S7", "method": "wB97M-V/def2-TZVPD", "species": ["S", "S", "S", "S", "S", "S", "S", "O", "O", "O", "O", "O", "O", "O", "O", "O", "O", "O", "O", "O", "O", "O", "O", "O", "O", "O", "O", "C", "C", "C", "C", "C", "C", "C", "C", "C", "C", "C", "C", "C", "C", "C", "C", "C", "C", "C", "C", "C", "C", "C", "C", "C", "C", "C", "C", "C", "C", "C", "C", "C", "C", "C", "C", "C", "C", "C", "C", "C", "C", "C", "C", "C", "C", "C", "C", "C", "C", "C", "C", "H", "H", "H", "H", "H", "H", "H", "H", "H", "H", "H", "H", "H", "H", "H", "H", "H", "H", "H", "H", "H", "H", "H", "H", "H", "H", "H", "H", "H", "H", "H", "H", "H", "H", "H", "H", "H", "H", "H", "H", "H", "H", "H", "H", "H", "H", "H", "H", "H", "H", "H", "H", "H", "H", "H", "H", "H", "H", "H", "H", "H", "H", "H", "H", "H", "H", "H", "H", "H", "H", "H", "H", "H", "H", "H", "H", "H", "H", "H", "H", "H", "H", "H", "H", "H", "H", "H", "H", "H", "H", "H", "H", "H", "H", "H", "H", "H", "H", "H", "H", "H", "H", "H", "H"], "positions_angstrom": [[13.1311, 17.3730, 18.5385], [16.2201, 20.3478, 16.0683], [16.8014, 17.6463, 10.1313], [20.6892, 13.9876, 13.3110], [8.0779, 18.0369, 13.4406], [14.5581, 14.0536, 19.8193], [16.5543, 11.5382, 12.9494], [16.1757, 17.4081, 8.8294], [6.8006, 17.3535, 13.3865], [13.9597, 13.1098, 18.8987], [15.3740, 10.8052, 13.4826], [14.9786, 19.8251, 15.5601], [17.5941, 16.6300, 10.7272], [13.6641, 13.4424, 9.4999], [13.8395, 18.0637, 19.5590], [18.3778, 10.0225, 16.2801], [20.7957, 12.8595, 12.3991], [17.0606, 12.7215, 13.6725], [10.6971, 10.4521, 13.7143], [12.2306, 21.4351, 12.0522], [14.2616, 16.1412, 13.2752], [13.6300, 14.8253, 20.6130], [13.8336, 16.4106, 17.7103], [16.5757, 21.7144, 15.8104], [8.6068, 18.4873, 14.6992], [10.7448, 15.1649, 14.5580], [21.7934, 14.9363, 13.6465], [12.2595, 8.9725, 14.4889], [8.2095, 19.5464, 12.3899], [13.9961, 14.7088, 8.8626], [19.3134, 15.0345, 12.7972], [14.5918, 14.8233, 12.9342], [12.2724, 13.5307, 9.8946], [17.1127, 10.3337, 16.7920], [12.2681, 21.7189, 14.3701], [17.6659, 11.4392, 10.6164], [18.9956, 14.5898, 15.3355], [11.7165, 23.0687, 13.7412], [18.6798, 15.5394, 14.0963], [16.7938, 20.2871, 10.4216], [9.3962, 19.3413, 11.4005], [13.0346, 21.1412, 13.1750], [16.3592, 11.8777, 11.2282], [13.9517, 13.9484, 14.0455], [12.4861, 9.1284, 13.0107], [10.2400, 13.7171, 16.3145], [18.0462, 10.1372, 11.3265], [15.5208, 13.1724, 21.0142], [11.5455, 10.2288, 14.8680], [10.5439, 15.1596, 15.9693], [19.3730, 10.5053, 17.1686], [10.2875, 18.3503, 12.1046], [16.9828, 18.5195, 17.6857], [10.3109, 13.9362, 13.9961], [18.0256, 18.5504, 16.5827], [11.4994, 10.2312, 12.5960], [16.7855, 13.9776, 21.0705], [17.1428, 14.5723, 19.6746], [10.6081, 17.7940, 19.0089], [15.7860, 19.8282, 11.4054], [17.1967, 11.7307, 17.4358], [17.8871, 10.3980, 12.8354], [13.0866, 15.7883, 9.6263], [14.2620, 16.2147, 14.7510], [15.4997, 18.3500, 11.2015], [14.3902, 14.8177, 15.3096], [16.3191, 19.8648, 17.8226], [11.9974, 14.9465, 10.4218], [9.5182, 13.2766, 15.0971], [15.8669, 15.0509, 19.1091], [11.6788, 16.7265, 19.2742], [17.8099, 19.1903, 10.1415], [10.8872, 18.4903, 17.6405], [18.7394, 11.7959, 17.7301], [12.3855, 18.6994, 17.5136], [17.6464, 19.4042, 15.4238], [19.9370, 13.4847, 14.9142], [11.8781, 22.8179, 12.1830], [9.3639, 17.1806, 12.5213], [17.6268, 11.2543, 9.5268], [19.2160, 16.4589, 14.4187], [14.4357, 12.9555, 14.0544], [12.6590, 16.5145, 8.9379], [10.4715, 17.9356, 16.8228], [17.3980, 9.3070, 10.9640], [16.2522, 12.9410, 11.0413], [12.3475, 23.8703, 14.0361], [16.0802, 20.0032, 12.4553], [12.9548, 21.9174, 15.1535], [17.6861, 9.5184, 13.5468], [16.6416, 14.7928, 21.7087], [17.5475, 13.8014, 19.0212], [19.2693, 12.6161, 17.3120], [13.8054, 14.5599, 16.1601], [12.0126, 11.1207, 12.3903], [15.1351, 16.9182, 14.9232], [19.4400, 12.5058, 14.7488], [18.7682, 10.8433, 13.3198], [15.2354, 19.8860, 18.1043], [15.7792, 16.1400, 19.3814], [12.9002, 13.9192, 13.8706], [11.6929, 13.4597, 8.9350], [17.4380, 18.2170, 18.6652], [19.0177, 18.8768, 16.9977], [9.8174, 16.4060, 13.1646], [13.9641, 21.6473, 13.0195], [14.1334, 14.7285, 11.9160], [18.2056, 17.5652, 16.1130], [13.5042, 9.4688, 12.7686], [19.4179, 15.0481, 16.1949], [14.9042, 13.1411, 21.9107], [18.6127, 14.3535, 12.2840], [16.9267, 9.6632, 17.5862], [8.9842, 16.6632, 11.6887], [14.6219, 18.1771, 10.5486], [13.2986, 16.6256, 15.0444], [18.0927, 14.0519, 15.5742], [11.0488, 18.0625, 11.3923], [13.1877, 8.8900, 15.1347], [18.9929, 11.8599, 18.7687], [12.6844, 23.5047, 11.8024], [16.2700, 17.7309, 17.4312], [11.8472, 16.6279, 20.3338], [17.1117, 19.0226, 14.5729], [12.0305, 12.6743, 10.6280], [16.3748, 20.5362, 9.4337], [9.6192, 17.3528, 19.0093], [18.4490, 12.1862, 10.7696], [11.4465, 15.6189, 16.3158], [10.8243, 10.0857, 15.6995], [19.7268, 15.7316, 12.0741], [12.3120, 15.0220, 11.5002], [13.1449, 20.0715, 13.0990], [15.7855, 15.0232, 18.0456], [19.5671, 9.8263, 18.0198], [9.9177, 20.2662, 11.2276], [9.6746, 14.0836, 13.1496], [11.5610, 8.1014, 14.6775], [16.7684, 20.6346, 18.3720], [16.9094, 12.5110, 16.7285], [12.6264, 18.6320, 16.4665], [12.7162, 19.7328, 17.8066], [20.2999, 10.6035, 16.6745], [13.5996, 16.4142, 10.4010], [11.2198, 13.2917, 13.6768], [17.3023, 21.1927, 10.7433], [10.9236, 22.9771, 11.6205], [15.0648, 14.9698, 8.9073], [15.6671, 14.6005, 12.8198], [11.5439, 20.9840, 14.7478], [19.0489, 9.8879, 11.1283], [18.3848, 20.1162, 15.0711], [10.9416, 15.2937, 10.3161], [15.4327, 14.6094, 15.5188], [20.6429, 13.1828, 15.7069], [13.6396, 14.8200, 7.8182], [9.6069, 12.2360, 14.9015], [18.4122, 19.0445, 11.0325], [12.1489, 11.1661, 14.9365], [14.8749, 20.4303, 11.2984], [18.4491, 19.1196, 9.2433], [10.8885, 9.9598, 11.7214], [15.6451, 12.1813, 20.6846], [16.3372, 10.2030, 15.9945], [10.5975, 18.5949, 19.7011], [10.3225, 19.4579, 17.6091], [15.4758, 11.2977, 10.8749], [9.5526, 13.6815, 17.1715], [8.4862, 13.5912, 15.1351], [17.6496, 15.8187, 13.9430], [17.6708, 13.4610, 21.4222], [17.8834, 15.3454, 19.7096], [11.0627, 13.0298, 16.4600], [15.4135, 17.8441, 12.2385], [7.1944, 19.6816, 11.9845], [12.2689, 8.1688, 12.4868], [8.4377, 20.2762, 13.1259], [10.5992, 23.2599, 13.9928], [11.4521, 15.7722, 18.8288], [9.0174, 18.9236, 10.5056], [9.6962, 15.7703, 16.2272], [16.5556, 11.7484, 18.3523], [10.7152, 18.7596, 13.0344]], "forces_ev_per_angstrom": [[0.124, 0.772, -1.590], [1.295, 0.734, 0.060], [-0.920, 2.317, -0.900], [0.503, 1.609, 1.360], [0.197, 0.355, -1.648], [-1.774, -0.758, 0.373], [-1.025, -0.202, 2.633], [0.667, 0.214, 1.017], [0.603, 0.374, -0.032], [0.657, 0.442, -0.375], [1.535, 1.431, -0.865], [-0.239, -0.296, -0.211], [0.595, -1.507, 0.752], [-0.042, 1.090, -0.046], [1.360, 0.643, 1.300], [0.942, -0.376, -1.051], [0.561, 0.553, 0.533], [-0.811, -0.916, -0.745], [-1.017, 0.066, 0.729], [-0.587, 1.069, -0.687], [0.154, 0.260, 1.423], [0.081, 0.823, -0.267], [-0.511, 0.273, 0.291], [-0.556, 0.997, 0.270], [0.227, -0.414, 0.922], [0.098, 0.288, -0.933], [-1.439, -2.058, -0.889], [0.735, -0.981, 1.849], [-0.928, -0.998, -0.593], [-1.700, 1.357, 1.094], [-0.440, -1.518, 0.283], [-1.062, -1.026, -1.270], [-0.518, -0.656, -0.553], [-0.709, 0.698, -0.618], [-0.152, 0.192, -1.120], [0.656, -0.856, -0.636], [-1.031, -1.060, -1.961], [-2.075, -1.893, -0.530], [2.091, 1.284, 1.146], [1.494, 0.947, -2.356], [-1.204, 0.424, 2.041], [-1.113, -0.167, -0.216], [-0.632, 0.204, -0.993], [2.626, 0.691, -0.110], [0.616, -0.611, -1.413], [-0.504, 0.067, 1.429], [-0.944, -0.309, 0.421], [0.130, 0.601, 0.006], [-1.805, 0.983, -0.556], [0.523, -0.480, -0.710], [-2.071, -0.101, 1.303], [-0.117, -0.830, 0.414], [0.155, -1.149, 1.447], [0.968, -0.775, 0.198], [2.415, -1.329, -0.342], [-0.459, -1.517, -0.199], [1.720, -0.192, -0.715], [0.046, -1.959, 0.283], [-0.159, -0.214, -1.641], [-0.987, 0.103, 0.963], [0.825, -0.403, 0.085], [0.530, -1.708, 1.087], [0.144, -0.118, 1.033], [0.627, 1.320, -0.847], [-0.661, -1.175, 1.085], [0.056, -1.057, -2.258], [-2.408, -0.256, -1.820], [1.427, 0.350, 0.569], [0.091, -0.318, -0.950], [-0.496, 2.302, 0.020], [-1.079, 0.622, -0.048], [-0.327, -1.456, 0.338], [-1.055, 0.871, 0.955], [0.083, -0.406, 0.244], [-0.415, 0.564, -0.288], [-1.812, 1.656, 0.337], [0.544, -1.701, -0.407], [-0.451, 0.238, 0.491], [1.231, 0.147, 1.426], [-0.308, 0.270, 0.498], [-0.383, -0.140, -0.660], [-0.655, 0.360, 0.155], [-0.112, -0.182, -0.228], [0.045, -0.531, -0.488], [0.330, 0.510, 0.412], [-0.616, 0.139, 0.324], [0.222, 0.832, 0.412], [0.268, -0.084, -0.443], [0.574, 0.259, 0.891], [-0.122, 1.075, -1.416], [-0.255, 1.343, 1.195], [0.137, -0.223, 0.146], [-0.111, 1.042, -0.660], [-0.493, 0.250, 0.701], [1.053, 1.503, -0.594], [-1.145, -0.712, 0.668], [-0.182, 0.761, -0.419], [-0.176, 0.286, -0.623], [0.947, -0.539, 0.035], [-0.713, -1.163, -0.015], [-0.611, -0.057, 0.299], [0.088, -0.501, 0.833], [-0.289, 0.197, -0.876], [-0.877, -0.146, -0.448], [0.003, 0.652, 0.028], [1.023, 0.240, 0.315], [0.520, -0.585, 0.796], [-0.029, 0.008, 0.937], [-0.265, -0.381, 0.139], [0.028, 1.002, 0.557], [0.223, 0.246, 0.077], [0.278, 0.322, 0.113], [-0.606, -1.134, 0.975], [-0.974, -0.397, -1.223], [0.232, 0.084, 0.787], [0.136, 0.490, 0.001], [-0.529, 0.186, 0.499], [0.498, -0.421, 0.256], [-0.903, -0.312, -0.953], [-0.222, -0.001, 0.862], [-0.615, -0.732, 0.041], [-0.350, 0.275, 0.163], [0.393, -0.281, 0.182], [0.350, -1.240, -0.494], [0.449, 1.325, -1.296], [-0.409, 0.024, 0.418], [-0.194, -0.123, 0.033], [-0.078, 0.033, 0.148], [0.555, 0.037, 0.969], [0.772, 0.407, -0.172], [-0.164, 0.311, 0.252], [-0.774, -0.114, -0.906], [0.358, -0.418, 0.648], [-0.137, -0.272, -0.731], [-0.332, -0.232, -0.339], [0.100, 0.403, -0.229], [-0.162, 0.394, -0.869], [0.918, 0.910, 0.006], [1.259, 0.883, 0.711], [-0.142, 0.007, 0.179], [0.679, -0.451, -0.307], [-0.124, -1.259, 0.356], [0.900, 0.379, -0.898], [0.021, -0.765, -0.774], [-1.484, 0.888, 0.477], [0.064, 0.086, 0.113], [0.923, -0.030, 0.380], [-0.407, -0.554, 0.171], [-0.083, 0.424, 0.339], [-0.191, 0.482, -0.305], [1.260, -0.469, -0.344], [0.002, 0.082, 0.196], [0.871, -0.376, -0.091], [0.290, -0.310, 0.087], [0.422, 0.749, -0.669], [0.337, -0.871, 0.265], [-0.457, -1.079, 0.208], [0.386, -0.135, 0.058], [0.101, -0.858, 0.530], [0.094, -0.291, -0.075], [-0.498, 0.671, 0.336], [0.019, 0.115, 0.382], [0.330, -1.266, -0.635], [0.754, 0.242, 0.612], [0.273, 0.443, 1.256], [0.587, -0.699, 0.075], [0.623, 0.506, 0.214], [0.482, -0.154, 0.070], [-0.375, 0.123, -0.326], [-0.446, -0.326, 0.166], [-0.091, -0.432, 0.321], [0.351, 0.491, 0.330], [0.625, 0.343, 0.365], [0.000, 0.229, -2.075], [0.549, 0.248, -0.160], [0.319, 0.714, 0.243], [0.065, 0.896, 0.495], [2.039, -0.185, -0.219], [-0.118, -0.331, -0.161], [-0.228, -0.356, -1.136], [-0.505, 0.473, 0.078], [0.571, 0.248, -0.818], [0.147, 0.036, -0.535]], "lowdin_charge": [0.67, 0.67, 0.68, 0.73, 0.68, 0.68, 0.71, -0.33, -0.33, -0.31, -0.35, -0.32, -0.33, -0.18, -0.31, -0.15, -0.35, -0.33, -0.17, -0.18, -0.17, -0.32, -0.33, -0.33, -0.34, -0.17, -0.35, -0.18, -0.19, -0.15, -0.24, -0.23, -0.20, -0.20, -0.13, -0.21, -0.20, -0.12, -0.18, -0.24, -0.19, -0.24, -0.23, -0.09, -0.16, -0.15, -0.20, -0.22, -0.20, -0.17, -0.18, -0.21, -0.22, -0.20, -0.23, -0.22, -0.19, -0.20, -0.18, -0.23, -0.11, -0.23, -0.14, -0.16, -0.20, -0.13, -0.19, -0.16, -0.17, -0.25, -0.22, -0.20, -0.21, -0.15, -0.20, -0.21, -0.24, -0.19, -0.21, 0.13, 0.10, 0.08, 0.10, 0.07, 0.13, 0.10, 0.08, 0.11, 0.08, 0.14, 0.10, 0.08, 0.06, 0.08, 0.07, 0.12, 0.08, 0.09, 0.10, 0.11, 0.06, 0.12, 0.13, 0.14, 0.08, 0.10, 0.10, 0.10, 0.09, 0.10, 0.11, 0.08, 0.10, 0.09, 0.09, 0.10, 0.07, 0.11, 0.13, 0.09, 0.12, 0.10, 0.10, 0.07, 0.13, 0.13, 0.11, 0.11, 0.09, 0.13, 0.10, 0.09, 0.11, 0.08, 0.12, 0.10, 0.11, 0.13, 0.09, 0.09, 0.08, 0.12, 0.10, 0.07, 0.12, 0.12, 0.12, 0.10, 0.10, 0.11, 0.10, 0.11, 0.11, 0.09, 0.10, 0.12, 0.09, 0.09, 0.13, 0.11, 0.12, 0.13, 0.08, 0.13, 0.10, 0.13, 0.13, 0.12, 0.13, 0.09, 0.12, 0.11, 0.11, 0.12, 0.10, 0.12, 0.07, 0.13, 0.10, 0.10, 0.12, 0.11, 0.12], "e_lumo_ha": 0.008, "relative_energy_kj_mol": 244.3, "charge": 0, "homo_ev": -9.27, "e_tot_ev": -172399.7321}